Below is C27H30F5N5O5SSeTeW as an isolated structure at a distorted geometry, with properties calculated with wB97M-V/def2-TZVPD.

The geometry in XYZ format:
```
76
Properties=species:S:1:pos:R:3:forces:R:3
W 1.4568 -0.2783 1.2686 -0.8 0.1 -1.5
C -2.9959 0.8580 -0.5419 0.0 0.0 0.0
C -3.1874 1.0352 0.9676 0.0 0.0 0.0
C -1.9170 0.9909 1.8622 0.0 0.0 0.0
N -0.6643 1.1662 1.1396 0.2 0.1 0.2
C -0.5339 2.2929 0.5221 -0.1 -0.1 -0.1
C -1.4016 3.4272 0.7225 0.1 -0.1 0.0
C -1.6955 4.4871 -0.0899 -0.1 0.1 -0.1
C -1.2288 4.7985 -1.3746 0.0 -0.1 0.1
C -0.1584 4.1671 -1.9763 0.1 0.0 -0.1
C 0.7070 3.1993 -1.4870 0.0 0.0 0.0
C 0.6786 2.4459 -0.2892 0.0 0.0 0.1
N 1.7045 1.7870 0.1843 0.2 0.0 0.0
C 3.0263 2.3264 -0.1843 -0.1 0.1 0.0
C 3.8076 1.5506 -1.2324 0.0 0.0 0.0
C 3.8297 0.0794 -0.8431 0.0 0.0 0.0
N 2.4459 -0.3699 -0.7892 0.2 -0.2 0.5
C 1.8774 -0.7325 -1.9051 -0.1 0.1 -0.1
C 2.5517 -0.6822 -3.1677 -0.1 -0.1 0.0
C 2.2842 -1.3281 -4.3579 0.1 0.0 -0.1
C 1.2737 -2.2059 -4.7180 -0.1 0.1 0.2
C 0.1799 -2.4950 -3.9047 0.0 0.0 -0.2
C -0.2023 -1.9798 -2.6892 0.1 0.1 0.2
C 0.4472 -1.0749 -1.7865 -0.1 0.0 -0.1
N -0.1129 -0.5691 -0.7252 0.3 0.0 0.2
C -1.3977 -1.1312 -0.3128 0.0 -0.1 0.0
C -2.6526 -0.5634 -0.9695 0.0 0.0 0.0
H -3.9225 1.1674 -1.0370 0.0 -0.1 0.0
H -2.2264 1.5343 -0.9157 0.0 0.0 0.0
H -3.7159 1.9773 1.1324 0.0 0.0 0.0
H -3.8513 0.2414 1.3281 0.0 0.0 0.0
H -1.9987 1.7335 2.6642 0.0 0.0 0.0
H -1.8563 0.0457 2.3778 0.0 0.0 0.0
H -1.9130 3.4084 1.6754 0.0 0.1 0.0
H -2.4326 5.1743 0.3202 0.0 0.0 0.0
H -1.7096 5.6123 -1.9030 0.0 0.0 0.0
H 0.0888 4.5100 -2.9787 0.0 0.0 0.0
H 1.5293 2.9386 -2.1414 0.0 0.0 0.0
H 2.8740 3.3600 -0.5027 0.0 0.0 0.0
H 3.6211 2.3669 0.7193 0.0 0.0 0.0
H 3.3567 1.6709 -2.2214 0.0 0.0 0.0
H 4.8244 1.9548 -1.2814 0.0 0.0 0.0
H 4.4025 -0.5411 -1.5366 0.0 0.0 0.0
H 4.2766 -0.0513 0.1366 0.0 0.0 0.0
H 3.4575 -0.0967 -3.1793 0.0 -0.1 -0.1
H 3.0258 -1.1316 -5.1303 0.0 0.0 0.0
H 1.3263 -2.6800 -5.6895 0.0 0.0 0.0
H -0.5228 -3.2149 -4.3190 0.0 0.0 0.0
H -1.1630 -2.3267 -2.3427 0.0 -0.1 0.0
H -1.3727 -2.2150 -0.4526 0.0 0.0 0.0
H -1.4716 -1.0064 0.7591 0.0 0.0 0.0
H -2.5579 -0.6052 -2.0586 0.0 0.0 0.0
H -3.4793 -1.2300 -0.6928 0.0 0.0 0.0
O 2.6805 2.9390 2.7866 0.1 0.1 0.0
S 2.5817 1.5430 3.1073 -0.2 -1.0 -0.8
O 3.1294 1.1429 4.3646 0.1 0.1 0.1
O 3.1715 0.6564 1.9293 0.1 0.3 0.2
O 1.1526 1.0194 2.8853 0.0 0.7 0.3
Se -0.4165 -1.5754 3.3105 -0.4 -0.2 0.5
C -2.1523 -2.2587 2.8731 0.0 -0.1 0.0
C -3.3242 -1.7449 3.4364 0.0 0.0 0.0
C -4.5508 -2.2978 3.1058 0.0 0.0 0.0
N -4.7115 -3.3147 2.2594 0.0 0.0 0.0
C -3.5906 -3.8090 1.7270 0.0 0.0 0.0
C -2.3172 -3.3350 1.9955 0.0 0.0 0.1
H -3.2733 -0.9138 4.1296 0.0 0.0 0.0
H -5.4598 -1.8945 3.5455 0.0 0.0 0.0
H -3.7167 -4.6414 1.0404 0.0 0.0 0.0
H -1.4514 -3.7999 1.5405 0.0 0.0 0.0
F 3.8232 -4.3706 2.1152 -0.1 -0.1 0.0
Te 2.0774 -3.4466 1.7309 0.6 0.6 -0.9
F 3.2878 -1.7591 1.0974 0.4 -0.4 0.1
F 2.0773 -1.1849 2.8976 -0.4 0.0 0.3
F 0.6772 -4.7794 1.3310 0.0 0.0 0.1
F 2.5763 -3.9543 -0.0151 -0.1 0.0 0.1
O 1.0176 -2.0193 0.7530 0.0 -0.2 0.7
```
Positions in Å, forces in eV/Å.

Kohn-Sham gap (alpha / beta): 6.01 / 6.01 eV
calculated total energy: -5330.99447 Ha
strongest force on any atom: 1.728 eV Å⁻¹
highest occupied orbital energy (alpha / beta): -2.10 / -2.10 eV
lowest unoccupied orbital energy (alpha / beta): 3.915 / 3.917 eV
energy relative to the best compared isomer or geometry (same formula, charge and spin): 87.5 kcal/mol
charge: -2

Below is C43H39CeO3P2S as an isolated structure at a distorted geometry, with properties calculated with wB97M-V/def2-TZVPD.

The geometry in XYZ format:
```
89
Properties=species:S:1:pos:R:3:forces:R:3
C 0.5311 -1.0960 -3.9439 0.8 0.3 0.3
C 1.1060 -0.0467 -3.1857 0.6 -0.4 0.1
C 2.4958 0.2238 -3.2382 -1.1 0.0 -1.1
C 3.2682 -0.4991 -4.1508 0.1 -0.5 0.6
C 2.7285 -1.6078 -4.8322 0.1 0.7 0.0
C 1.3458 -1.8487 -4.7844 0.5 -0.1 0.3
P 0.0633 0.8969 -2.0426 0.6 2.7 -1.3
C 0.8690 2.5775 -1.9811 -0.3 -0.1 -0.8
C 1.9702 2.8525 -1.1386 -0.8 0.1 -0.2
C 2.3778 4.1835 -0.9915 0.5 0.0 0.0
C 1.8671 5.1992 -1.8153 -0.5 -0.5 0.1
C 0.7989 4.8964 -2.6756 0.3 0.1 0.0
C 0.2933 3.6021 -2.7558 0.4 -0.2 0.9
Ce 0.5267 0.2812 0.7406 -0.7 0.4 -0.1
P 0.7454 -2.5498 0.5235 -0.3 1.0 2.0
C 2.5474 -2.5298 0.0809 0.1 -0.2 -0.1
C 3.1858 -3.6218 -0.5470 0.1 0.7 0.3
C 4.4248 -3.4277 -1.1650 0.8 0.5 -0.2
C 5.0378 -2.1501 -1.1251 -0.2 0.0 -0.3
C 4.4935 -1.0902 -0.3861 -0.8 -0.5 0.3
C 3.2406 -1.2738 0.2242 0.0 -0.5 0.0
C 0.6243 -2.3162 2.3303 0.5 -0.8 0.2
C -0.6031 -1.9160 2.9197 0.4 -0.2 -0.3
C -0.6372 -1.6992 4.3012 0.1 -0.2 0.1
C 0.5222 -1.8772 5.0794 -0.2 0.1 -0.1
C 1.7209 -2.2846 4.4743 -0.1 -0.2 0.3
C 1.7801 -2.5483 3.1085 -0.7 0.5 0.0
C -0.6022 -3.6378 0.0106 1.3 -0.2 -0.9
C -1.6230 -3.1643 -0.8462 0.8 -0.1 0.0
C -2.3953 -4.0855 -1.5352 -0.2 -0.1 0.3
C -2.1356 -5.4445 -1.3632 0.2 -0.2 0.0
C -1.0650 -5.9010 -0.5850 -0.1 -0.2 0.1
C -0.2980 -4.9996 0.1390 -0.6 0.1 -0.4
C -1.5348 1.0048 -2.9222 -1.0 0.1 0.4
C -1.7108 1.0227 -4.3277 -0.1 0.1 0.1
C -3.0002 1.1199 -4.8762 0.0 -0.1 0.5
C -4.1267 1.1433 -4.0296 0.3 0.2 0.4
C -3.9607 1.1657 -2.6295 -0.1 0.0 -0.3
C -2.6762 1.0906 -2.0796 0.3 0.0 -0.3
H -1.5220 -1.8887 2.2958 0.6 0.2 0.6
H -1.5878 -1.4414 4.7819 0.4 -0.1 -0.2
H 0.4760 -1.7227 6.1734 0.1 -0.1 -0.8
H 2.5968 -2.4777 5.0908 -0.2 0.1 -0.1
H 2.6680 -2.9494 2.6118 -0.2 0.2 0.4
H 2.7354 -4.6137 -0.4827 0.0 0.3 -0.4
H 4.9486 -4.2632 -1.6864 -0.6 0.8 0.5
H 5.9393 -1.9027 -1.7040 -0.3 -0.6 0.4
H 5.0210 -0.1325 -0.2777 -0.2 -0.6 -0.1
H 2.9243 -0.4619 0.9366 0.3 -0.9 -0.6
H -1.6964 -2.1005 -1.0855 -0.3 -0.5 0.3
H -3.1665 -3.7537 -2.2354 0.2 -0.1 0.4
H -2.7627 -6.1675 -1.8733 0.2 0.0 -0.1
H -0.8005 -6.9575 -0.5739 -0.3 0.2 0.1
H 0.5473 -5.2995 0.7583 -0.3 -0.1 -0.2
H -0.8489 0.9491 -5.0059 -0.4 0.1 0.4
H -3.1323 1.1935 -5.9620 0.1 -0.2 0.5
H -5.1416 1.1739 -4.4490 0.6 0.0 0.1
H -4.8353 1.2592 -1.9607 0.6 -0.1 -0.5
H -2.5403 1.1202 -0.9863 -0.2 0.0 -0.7
H 2.5570 2.0405 -0.6474 -0.5 0.5 -0.1
H 3.1096 4.4163 -0.2136 0.0 0.0 -0.5
H 2.2762 6.2167 -1.7882 -0.3 -0.5 0.2
H 0.3415 5.6767 -3.2790 0.2 -0.1 0.1
H -0.5626 3.3539 -3.3722 0.1 0.2 0.0
H 2.9026 1.0874 -2.7007 -0.1 -0.5 -0.3
H 4.3162 -0.2110 -4.2680 -0.3 -0.3 0.0
H 3.4146 -2.2420 -5.4103 -0.6 0.4 0.0
H 0.9038 -2.6356 -5.3839 0.1 -0.1 0.1
H -0.5256 -1.3558 -3.8456 0.3 0.3 -0.2
H 0.3310 -1.3983 -1.1524 -1.9 0.7 -0.9
H -0.3011 -0.9389 -1.4534 1.4 -1.6 0.9
C -2.9719 4.1470 7.2542 -0.2 0.0 0.3
C -2.7823 3.5613 5.8866 0.9 0.3 -0.9
C -3.0489 4.2954 4.7219 -0.1 -0.1 -0.1
C -2.6792 3.8466 3.4620 -0.2 -0.3 -0.4
C -1.9937 2.6372 3.2828 -0.6 0.6 0.7
C -1.6315 1.9380 4.4416 -0.1 0.0 -0.5
C -2.0201 2.3992 5.7046 -0.1 -0.5 -0.3
S -1.5200 2.2336 1.6196 -0.5 1.1 0.8
O -2.2424 3.0570 0.6801 0.6 -1.1 0.8
O -0.0255 2.4745 1.6212 -0.2 -1.2 -0.7
O -1.6739 0.7166 1.4035 0.6 1.0 -0.1
H -2.3296 5.0386 7.2936 -0.2 -0.2 0.2
H -3.9971 4.4561 7.5359 0.4 -0.2 -0.5
H -2.6370 3.4266 8.0034 0.0 0.2 0.0
H -3.5253 5.2685 4.7613 -0.1 -0.1 0.2
H -2.9386 4.4361 2.5915 0.0 0.0 0.1
H -1.0417 1.0372 4.3314 0.0 -0.1 0.2
H -1.7227 1.8130 6.5747 0.0 0.2 -0.2
```
Positions in Å, forces in eV/Å.

Kohn-Sham gap (alpha / beta): 7.26 / 7.32 eV
calculated total energy: -3443.13030 Ha
expectation value of S²: 0.752
multiplicity: 2
strongest force on any atom: 3.028 eV Å⁻¹
highest occupied orbital energy (alpha / beta): -13.25 / -13.24 eV
lowest unoccupied orbital energy (alpha / beta): -5.992 / -5.921 eV
energy relative to the best compared isomer or geometry (same formula, charge and spin): 61.9 kcal/mol
charge: +2